{
  "formula": "C18H36B2ClO5Pt",
  "method": "ωB97M-V with the def2-TZVPD basis set",
  "gap_ev": 4.4,
  "e_homo_ha": -0.3895,
  "charge": 1,
  "lumo_energy_ev": -6.16,
  "elements": ["C", "C", "B", "B", "O", "O", "C", "C", "O", "C", "C", "Cl", "C", "C", "C", "C", "C", "C", "C", "C", "C", "C", "C", "O", "C", "O", "H", "H", "H", "H", "H", "H", "H", "H", "H", "H", "H", "H", "H", "H", "H", "H", "H", "H", "H", "H", "H", "H", "H", "H", "H", "H", "H", "H", "H", "H", "H", "H", "H", "H", "H", "H", "Pt"],
  "coordinates": [[-2.109, 2.448, 2.484], [-1.415, 1.556, 1.785], [-0.007, 1.065, 2.334], [0.764, 1.884, 0.782], [1.025, 1.042, -0.204], [0.899, 3.167, 0.930], [1.868, 3.890, 0.099], [1.858, 5.362, 0.470], [0.481, 1.426, 3.558], [0.759, 0.227, 4.292], [1.136, -0.749, 3.191], [2.870, -0.360, 2.784], [0.865, -2.218, 3.435], [1.643, -3.234, 2.583], [1.799, -2.845, 1.098], [1.048, -3.729, 0.083], [0.378, -2.813, -0.939], [-0.235, -3.482, -2.181], [0.189, -2.861, -3.517], [-0.591, -1.600, -3.930], [-0.950, -0.664, -2.770], [-1.440, 0.724, -3.221], [-2.944, 0.925, -3.032], [-3.226, 1.464, -1.745], [-3.631, 2.819, -1.776], [0.259, -0.295, 2.161], [-3.060, 2.793, 2.095], [-1.803, 2.819, 3.453], [-1.794, 1.145, 0.855], [1.872, 0.572, -0.158], [2.853, 3.463, 0.286], [1.631, 3.743, -0.954], [0.932, 5.628, 0.976], [1.923, 5.959, -0.439], [2.706, 5.628, 1.097], [1.629, 0.398, 4.966], [-0.159, -0.041, 4.821], [1.104, -2.402, 4.488], [-0.213, -2.362, 3.345], [1.059, -4.156, 2.622], [2.602, -3.487, 3.034], [2.862, -2.866, 0.847], [1.465, -1.824, 0.917], [0.320, -4.376, 0.578], [1.755, -4.375, -0.443], [1.116, -2.066, -1.251], [-0.413, -2.262, -0.420], [0.052, -4.536, -2.185], [-1.324, -3.437, -2.095], [0.027, -3.624, -4.284], [1.264, -2.658, -3.541], [-1.483, -1.856, -4.509], [0.040, -1.019, -4.612], [-1.721, -1.119, -2.142], [-0.055, -0.538, -2.158], [-0.953, 1.477, -2.593], [-1.138, 0.918, -4.253], [-3.359, 1.552, -3.826], [-3.447, -0.044, -3.111], [-3.034, 3.395, -2.490], [-3.473, 3.238, -0.782], [-4.691, 2.901, -2.034], [3.615, 0.271, 5.148]]
}

=====

{
  "formula": "C6H10",
  "method": "ωB97M-V with the def2-TZVPD basis set",
  "gap_ev": 10.4,
  "e_homo_ha": -0.3441,
  "lumo_energy_ev": 1.07,
  "de_lowest_ev": 2.4203,
  "elements": ["C", "C", "C", "C", "H", "H", "H", "H", "H", "H", "C", "C", "H", "H", "H", "H"],
  "coordinates": [[0.497, 0.632, -2.176], [0.838, 0.297, -0.960], [1.126, -0.040, 0.268], [2.503, -0.268, 0.828], [0.297, -0.121, -2.935], [0.399, 1.674, -2.471], [0.282, -0.172, 0.947], [3.279, -0.113, 0.076], [2.694, 0.411, 1.667], [2.594, -1.290, 1.215], [-2.423, -0.354, 1.246], [-2.330, 0.119, 0.009], [-2.474, -1.421, 1.447], [-2.447, 0.305, 2.110], [-2.266, 1.184, -0.194], [-2.293, -0.538, -0.854]]
}

=====

{
  "formula": "C5H4N4S",
  "method": "ωB97M-V with the def2-TZVPD basis set",
  "gap_ev": [7.4, 7.4],
  "e_homo_ha": [-0.3713, -0.3711],
  "lumo_energy_ev": [-2.71, -2.71],
  "de_lowest_ev": 8.3192,
  "elements": ["C", "C", "C", "C", "C", "N", "N", "N", "N", "S", "H", "H", "H", "H"],
  "coordinates": [[0.353, -2.117, -0.906], [0.358, -0.105, 0.833], [-0.259, 1.014, -1.517], [-1.483, 0.756, -0.739], [-0.177, 0.165, -0.350], [0.991, -3.000, -1.234], [-0.166, -0.698, 1.917], [0.596, -0.669, 2.937], [1.732, -0.056, 2.825], [1.977, 0.447, 1.285], [-0.203, 0.791, -2.492], [0.379, 1.867, -1.369], [-1.909, 1.553, 0.011], [-2.188, 0.051, -1.203]]
}

=====

{
  "formula": "C4H8NO3",
  "method": "ωB97M-V with the def2-TZVPD basis set",
  "gap_ev": 8.5,
  "e_homo_ha": -0.1614,
  "charge": -1,
  "lumo_energy_ev": 4.11,
  "de_lowest_ev": 1.1767,
  "elements": ["O", "C", "C", "C", "H", "H", "H", "H", "H", "H", "N", "C", "O", "O", "H", "H"],
  "coordinates": [[-0.426, 0.975, 2.503], [0.225, 0.397, 1.651], [1.494, 0.981, 1.088], [1.383, 1.216, -0.427], [-0.151, -0.534, 1.232], [2.242, 0.186, 1.239], [1.743, 1.857, 1.694], [1.428, 0.227, -0.878], [2.302, 1.731, -0.762], [0.501, 1.754, -0.747], [-2.298, -1.760, -1.643], [-1.323, -1.080, -0.856], [-1.658, -0.007, -0.300], [-0.170, -1.598, -0.882], [-3.226, -1.600, -1.272], [-2.066, -2.744, -1.640]]
}

=====

Question: What is the formula in the third record?
Answer: C5H4N4S